1:
Entry from OMol25: a cluster of 2 separate species, C5H11NOS in total (ωB97M-V/def2-TZVPD).

HOMO level in eV: -8.053
Frontier orbital gap in eV: 8.417

The geometry in ORCA input format:
```
! RIJCOSX wB97M-V def2-TZVPD def2/J DEFGRID3
* xyz 0 1
N -0.576 -0.131 1.992
O 0.626 3.025 0.183
H -0.417 1.958 1.531
H 2.012 -1.169 0.201
H -1.884 1.304 2.244
H 1.656 -2.689 -0.780
C -1.128 -1.677 -1.046
C 0.024 -1.367 -0.134
H 0.462 1.231 -1.308
C 1.480 -1.543 -0.600
H 1.724 -1.069 -1.582
H -0.877 -1.164 -2.045
H -0.627 1.427 3.291
S 1.216 2.394 -0.943
H -2.066 -1.309 -0.596
H -1.126 -2.743 -1.346
C -0.236 -0.618 0.929
C -0.887 1.256 2.186
H 0.622 2.884 -2.177
*
```

=====

2:
Entry from OMol25: an isolated molecule of C5H11NOS (ωB97M-V/def2-TZVPD).

HOMO level in eV: -8.973
Frontier orbital gap in eV: 9.721

The geometry in ORCA input format:
```
! RIJCOSX wB97M-V def2-TZVPD def2/J DEFGRID3
* xyz 0 1
H -0.497 0.638 1.752
H -1.270 -1.275 1.647
H 0.061 2.202 0.589
C -1.891 -0.166 -0.687
H 1.171 0.157 -1.680
N -2.090 0.509 0.529
O -0.050 -1.825 -0.441
H -1.801 0.246 -1.726
C -0.420 -0.486 -0.238
H 2.154 0.427 1.460
H 0.859 -1.729 -0.148
H -2.457 -1.157 -0.757
C -1.042 -0.171 1.182
S 2.141 -0.131 0.262
C 0.237 1.853 -0.385
H -0.675 2.048 -1.005
H -3.166 0.531 0.740
C 0.690 0.383 -0.617
H 0.942 2.577 -0.763
*
```

=====

3:
Entry from OMol25: an isolated molecule of C5H11NOS (ωB97M-V/def2-TZVPD).

HOMO level in eV: -8.768
Frontier orbital gap in eV: 9.578

The geometry in ORCA input format:
```
! RIJCOSX wB97M-V def2-TZVPD def2/J DEFGRID3
* xyz 0 1
H 1.752 -0.356 0.885
H -2.511 -0.626 -1.562
H -0.451 -0.536 3.551
H 1.025 1.459 -1.871
H -1.041 -0.274 -2.505
H -1.983 -0.426 1.760
H 0.214 -1.735 -0.815
C -0.688 -1.228 -0.480
S 1.862 0.464 -1.327
C -0.400 0.053 0.339
H -1.356 -1.982 -0.062
O -0.164 -0.699 2.660
C -0.972 0.084 1.757
H -1.053 1.611 -0.898
N -1.297 0.704 -0.564
C -1.480 -0.375 -1.486
H 1.323 1.350 0.754
H -0.970 1.123 2.030
C 1.147 0.404 0.310
*
```

=====

Unit: hartree. Relative energies: 1 0.0936; 2 0.0499; 3 0.0000.

=====

1:
Entry from OMol25: a cluster of 5 separate species, C2H14O4S in total (ωB97M-V/def2-TZVPD).

HOMO level in eV: -9.082
Frontier orbital gap in eV: 9.534

The geometry in ORCA input format:
```
! RIJCOSX wB97M-V def2-TZVPD def2/J DEFGRID3
* xyz 0 1
H 0.893 2.249 -1.857
H -2.523 1.445 1.459
H -0.921 1.282 2.170
H 1.776 -2.956 0.231
O 2.347 0.530 0.711
O 0.996 1.595 -1.154
O 0.505 -0.830 -2.128
H -1.086 2.039 0.542
H 1.569 0.449 1.270
H 0.879 0.798 -1.554
O 1.186 -2.279 -0.120
H -0.371 -0.309 0.313
C -1.378 -0.146 0.720
H 1.624 -1.402 0.018
H 0.716 -1.427 -1.448
H -0.413 -0.876 -2.193
S -2.501 -0.226 -0.752
H -3.436 -0.972 -0.092
C -1.451 1.267 1.217
H 3.185 0.672 1.136
H -1.595 -0.904 1.512
*
```

=====

2:
Entry from OMol25: a cluster of 5 separate species, C2H14O4S in total (ωB97M-V/def2-TZVPD).

HOMO level in eV: -9.161
Frontier orbital gap in eV: 9.427

The geometry in ORCA input format:
```
! RIJCOSX wB97M-V def2-TZVPD def2/J DEFGRID3
* xyz 0 1
H 0.353 1.427 -3.922
H 1.221 5.291 -1.867
H -0.510 0.320 -4.271
H 1.665 4.718 -0.515
H 0.134 -1.606 1.416
H 0.551 0.926 2.711
H -1.667 -2.234 5.022
H 3.392 0.178 -6.083
H -1.291 -0.811 3.006
H -1.982 -3.578 3.866
C -2.189 -2.547 4.090
S -0.499 -2.726 1.826
O 0.975 1.099 1.841
O 2.772 -0.336 -6.614
O 0.368 0.648 -4.493
H 1.844 -0.133 -6.333
H -2.618 -1.780 2.207
H 1.583 0.350 1.932
C -1.666 -1.784 2.802
H -3.306 -2.542 4.356
O 0.870 5.121 -0.976
*
```

=====

Unit: hartree. Relative energies: 1 0.0000; 2 0.0142.

=====

1:
Entry from OMol25: an isolated molecule of C3H5NO2S (ωB97M-V/def2-TZVPD).

HOMO level in eV: -9.153
Frontier orbital gap in eV: 9.992

The geometry in ORCA input format:
```
! RIJCOSX wB97M-V def2-TZVPD def2/J DEFGRID3
* xyz 0 1
H 0.397 -3.063 -1.385
S -0.107 1.467 -0.712
C 0.626 -2.276 -0.685
H -2.123 1.563 2.223
O 0.426 -1.092 -1.251
O 0.952 -2.430 0.455
H -2.033 2.739 0.752
N -0.759 1.064 0.821
C -1.678 1.820 1.250
H 1.916 0.265 -1.229
C 1.038 0.024 -0.631
H 1.344 -0.082 0.392
*
```

=====

2:
Entry from OMol25: an isolated molecule of C3H5NO2S (ωB97M-V/def2-TZVPD).

HOMO level in eV: -9.364
Frontier orbital gap in eV: 10.102

The geometry in ORCA input format:
```
! RIJCOSX wB97M-V def2-TZVPD def2/J DEFGRID3
* xyz 0 1
C -0.058 -1.669 -0.067
O 0.444 -0.940 -1.076
C 1.064 0.353 -0.924
C -0.813 1.073 0.795
H 0.293 -2.701 -0.059
H -1.571 1.848 1.151
N -0.968 -1.368 0.763
H 1.797 0.371 -0.104
S -0.131 1.721 -0.730
H 1.534 0.526 -1.892
H -0.005 0.891 1.528
O -1.585 -0.104 0.614
*
```

=====

3:
Entry from OMol25: an isolated molecule of C3H5NO2S (ωB97M-V/def2-TZVPD).

HOMO level in eV: -8.670
Frontier orbital gap in eV: 8.702

The geometry in ORCA input format:
```
! RIJCOSX wB97M-V def2-TZVPD def2/J DEFGRID3
* xyz 0 1
H 1.287 1.469 -0.249
C 1.427 -0.807 -0.262
H -2.668 -1.265 -0.024
H 1.299 -1.949 -0.636
H -0.488 1.485 -0.290
O -0.844 -0.932 0.707
N 0.294 -0.252 0.445
H 0.185 1.525 1.533
C -1.883 -0.538 -0.210
O -1.804 0.221 -1.134
C 0.173 1.245 0.422
S 3.023 -0.201 -0.303
*
```

=====

4:
Entry from OMol25: an isolated molecule of C3H5NO2S (ωB97M-V/def2-TZVPD).

HOMO level in eV: -9.006
Frontier orbital gap in eV: 9.467

The geometry in ORCA input format:
```
! RIJCOSX wB97M-V def2-TZVPD def2/J DEFGRID3
* xyz 0 1
H 1.860 0.873 -1.514
H 2.324 -0.517 -0.474
S 0.056 -1.270 0.737
O -0.966 0.427 -0.817
C 1.513 0.351 -0.699
H 1.676 0.888 0.182
N -0.821 -0.007 1.484
C -1.717 0.411 0.407
O -2.827 0.996 0.637
H 0.296 -1.341 -1.404
C 0.260 -0.474 -0.713
H -1.653 -0.336 2.174
*
```

=====

Unit: hartree. Relative energies: 1 0.0000; 2 0.0547; 3 0.1073; 4 0.0296.

=====

1:
Entry from OMol25: a cluster of 3 separate species, C3H5NO2S in total (ωB97M-V/def2-TZVPD).

HOMO level in eV: -10.109
Frontier orbital gap in eV: 9.862

The geometry in ORCA input format:
```
! RIJCOSX wB97M-V def2-TZVPD def2/J DEFGRID3
* xyz 0 1
H -2.559 -3.165 0.730
H 3.625 -0.713 -0.386
C 3.975 0.168 0.230
H -1.517 -1.444 -1.983
S -2.933 0.783 0.154
H -5.296 0.805 -0.054
C -2.241 -2.515 -0.038
O 3.951 -0.049 1.396
C -1.973 -1.865 -1.016
H 4.523 1.180 -0.158
N -4.404 0.619 0.503
O -2.605 1.280 -1.165
*
```

=====

2:
Entry from OMol25: an isolated molecule of C3H5NO2S (ωB97M-V/def2-TZVPD).

HOMO level in eV: -8.452
Frontier orbital gap in eV: 8.255

The geometry in ORCA input format:
```
! RIJCOSX wB97M-V def2-TZVPD def2/J DEFGRID3
* xyz 0 1
H 0.682 -0.523 -2.636
H 0.374 1.891 -0.488
C 0.430 1.233 0.353
H -1.507 -0.378 2.191
H 1.375 1.399 0.929
C -0.512 1.028 1.297
O -1.608 -0.209 -0.801
C 0.697 -1.223 -1.793
O -0.139 -1.394 0.743
S -0.322 -0.683 -0.474
H 1.677 -1.616 -1.436
N -1.148 0.476 2.113
*
```

=====

Unit: hartree. Relative energies: 1 0.0000; 2 0.0122.

=====

1:
Entry from OMol25: a cluster of 5 separate species, C4H16O4 in total (ωB97M-V/def2-TZVPD).

HOMO level in eV: -10.019
Frontier orbital gap in eV: 10.338

The geometry in ORCA input format:
```
! RIJCOSX wB97M-V def2-TZVPD def2/J DEFGRID3
* xyz 0 1
H -0.122 -1.582 -2.623
H -3.034 0.914 -3.594
H -1.594 0.790 -3.079
H 3.668 1.255 0.724
H 0.657 0.069 -2.766
O 2.844 0.967 0.319
C 0.210 -0.679 -2.124
H 3.081 0.344 -0.385
C -2.403 -0.876 0.206
H 1.250 1.035 1.636
C -0.186 -0.427 -0.881
H -2.428 0.211 0.304
H -0.459 -1.540 0.888
O 0.492 0.983 2.239
H -1.006 -2.388 -0.524
H 3.085 0.446 2.908
O -2.298 1.433 -3.230
H 2.098 0.360 4.059
H -2.751 -1.263 1.166
H -3.115 -1.186 -0.554
C -0.986 -1.402 -0.062
H -0.108 1.671 1.900
O 3.044 0.359 3.864
H 0.060 0.506 -0.391
*
```

=====

2:
Entry from OMol25: a cluster of 4 separate species, C4H16O4 in total (ωB97M-V/def2-TZVPD).

HOMO level in eV: -9.768
Frontier orbital gap in eV: 10.290

The geometry in ORCA input format:
```
! RIJCOSX wB97M-V def2-TZVPD def2/J DEFGRID3
* xyz 0 1
H 0.016 -2.718 1.628
H -0.472 -2.506 -0.082
H 1.704 1.396 4.028
H 1.726 1.359 -0.780
H -2.413 0.486 -1.739
H 0.311 1.821 -1.550
O 1.445 0.377 2.411
H 2.252 2.239 2.681
H -3.459 -2.036 -1.765
H 2.710 2.021 -2.189
H -2.760 -0.738 -2.929
H -1.371 -0.791 0.562
C 0.011 -2.091 0.940
O 2.024 1.727 -2.651
O -0.828 -0.992 1.201
O -2.864 -1.494 -1.129
H 0.530 -0.016 2.303
H 0.977 -1.728 0.519
C 1.441 1.533 3.103
H 0.513 2.009 3.121
C -2.256 -0.569 -1.951
H 1.042 0.176 -1.732
H -1.450 -0.829 -2.372
C 1.171 1.365 -1.627
*
```

=====

Unit: hartree. Relative energies: 1 0.0000; 2 0.2016.